Entry 1:
{
  "formula": "C18H41AlClO4",
  "method": "ωB97M-V with the def2-TZVPD basis set",
  "charge": -1,
  "orbital_gap_ev": 7.474,
  "fmax_ha_per_bohr": 0.016,
  "total_energy_ev": -46642.2238,
  "symbols": ["Cl", "Al", "O", "O", "O", "O", "C", "C", "C", "C", "C", "C", "C", "C", "C", "C", "C", "C", "C", "C", "C", "C", "C", "C", "H", "H", "H", "H", "H", "H", "H", "H", "H", "H", "H", "H", "H", "H", "H", "H", "H", "H", "H", "H", "H", "H", "H", "H", "H", "H", "H", "H", "H", "H", "H", "H", "H", "H", "H", "H", "H", "H", "H", "H", "H"],
  "positions_angstrom": [[-0.973897, 0.664498, 5.797779], [0.655208, -1.277763, 3.039576], [-1.743352, -1.831538, 5.831018], [-3.081761, 3.969037, -1.494438], [3.122444, -2.804322, -2.594843], [1.030726, 1.808110, 0.774457], [0.955475, 1.590170, 2.182767], [-2.603674, -2.029996, -1.962278], [-0.189316, -2.502098, -1.282528], [-3.613567, 4.765421, 0.734122], [-1.362771, 1.490060, 0.248810], [-0.782420, -1.164472, 5.592902], [3.604049, -0.623044, -3.529291], [-0.125037, 2.390033, 0.222910], [1.489077, -2.905739, 2.186122], [1.762641, 0.352752, 2.574503], [4.154104, -1.851828, -2.821518], [5.315430, -2.476791, -3.581477], [0.516067, -1.513865, 5.093276], [-1.475491, -3.058825, -1.931668], [-4.084900, 4.597879, -0.702041], [1.483344, -2.720181, 0.652476], [0.144352, -3.160695, 0.053072], [-4.508009, 5.923853, -1.318132], [-5.312439, 6.388063, -0.745336], [0.660444, -2.614972, -1.953967], [0.128833, 2.620748, -0.814516], [2.463077, 0.597112, 3.378263], [-4.847951, 5.778754, -2.343900], [1.270872, -0.857858, 5.523293], [4.985708, -2.804118, -4.572174], [-2.740920, 5.424133, 0.770328], [0.890858, -3.792364, 2.423134], [4.487133, -1.568446, -1.822218], [4.374328, 0.139039, -3.659183], [-3.511880, -2.424814, -2.418020], [-2.014368, 1.715202, 1.093006], [-4.927740, 3.905405, -0.726183], [-0.645230, -2.907884, 0.765813], [-2.826643, -1.714774, -0.941951], [3.222498, -0.896380, -4.518077], [-0.342325, -1.435666, -1.101017], [1.335507, 2.486206, 2.694294], [-1.276631, -3.421206, -2.942443], [2.781680, -0.194557, -2.957078], [2.276159, -3.319850, 0.198931], [-2.291309, -1.142159, -2.514295], [-2.303088, 4.535866, -1.489320], [5.694076, -3.349173, -3.048672], [-1.072529, 0.446858, 0.357880], [0.136715, -4.246833, -0.074791], [-3.322906, 3.804573, 1.156214], [0.704834, -2.555413, 5.353399], [-1.812991, -3.920042, -1.350177], [-0.343741, 3.350469, 0.712227], [6.132491, -1.765310, -3.712661], [-4.395193, 5.200433, 1.359031], [2.502570, -3.088830, 2.555889], [1.642447, -1.671386, 0.386776], [-0.093374, 1.491254, 2.476251], [-0.859526, -1.076396, 2.478887], [-3.661363, 6.616002, -1.338890], [2.378688, 0.091143, 1.709450], [2.778198, -3.087106, -3.448633], [-1.933692, 1.633621, -0.665136]],
  "atomic_forces_ev_per_a": [[-0.006, 0.307, 0.032], [0.047, 0.010, -0.486], [0.296, 0.274, -0.010], [-0.094, 0.044, -0.100], [0.085, -0.105, 0.011], [-0.003, -0.147, -0.146], [0.086, 0.080, 0.377], [0.238, -0.042, 0.073], [-0.262, -0.204, 0.002], [0.032, -0.067, -0.014], [0.014, 0.127, 0.202], [-0.592, -0.546, -0.111], [-0.069, -0.001, 0.040], [-0.021, 0.042, -0.132], [-0.267, 0.303, 0.048], [-0.206, -0.158, 0.015], [0.004, 0.088, -0.096], [-0.021, -0.068, 0.039], [0.234, 0.012, 0.525], [0.018, 0.079, 0.167], [0.046, 0.109, 0.097], [-0.229, -0.384, 0.314], [-0.009, 0.211, -0.033], [0.004, -0.038, -0.079], [0.005, -0.002, 0.015], [0.088, 0.105, -0.059], [0.091, -0.031, -0.006], [0.050, 0.062, 0.046], [-0.007, -0.015, 0.008], [0.093, 0.008, -0.126], [0.003, 0.037, -0.024], [-0.016, 0.037, 0.002], [0.102, -0.159, 0.082], [-0.008, -0.007, 0.039], [0.008, -0.007, -0.003], [-0.064, -0.001, -0.002], [-0.030, -0.024, 0.030], [-0.011, -0.036, -0.010], [-0.094, -0.078, 0.031], [-0.103, 0.052, 0.006], [0.037, 0.000, -0.025], [0.214, 0.118, -0.073], [-0.017, 0.117, -0.052], [0.009, -0.015, -0.058], [0.013, -0.004, 0.023], [0.115, 0.197, -0.248], [-0.057, 0.041, -0.054], [0.070, -0.036, 0.034], [-0.003, 0.010, 0.016], [0.077, -0.068, -0.123], [-0.002, -0.094, 0.078], [-0.007, -0.016, -0.007], [0.052, -0.077, -0.139], [-0.005, -0.111, -0.052], [-0.008, 0.054, 0.067], [-0.009, 0.012, -0.002], [-0.002, 0.010, -0.006], [0.065, -0.028, 0.012], [0.177, 0.057, -0.083], [-0.084, -0.044, -0.035], [-0.028, 0.037, 0.028], [-0.001, 0.018, 0.041], [0.099, 0.006, -0.027], [-0.020, 0.017, -0.036], [-0.119, -0.066, -0.044]]
}


Entry 2:
{
  "formula": "C18H41GeIrN4O3",
  "method": "ωB97M-V with the def2-TZVPD basis set",
  "charge": 3,
  "spin_multiplicity": 2,
  "orbital_gap_ev": [8.180, 6.907],
  "fmax_ha_per_bohr": 0.012,
  "total_energy_ev": -90762.5827,
  "symbols": ["Ir", "Ge", "O", "O", "O", "N", "N", "N", "N", "C", "C", "C", "C", "C", "C", "C", "C", "C", "C", "C", "C", "C", "C", "C", "C", "C", "C", "H", "H", "H", "H", "H", "H", "H", "H", "H", "H", "H", "H", "H", "H", "H", "H", "H", "H", "H", "H", "H", "H", "H", "H", "H", "H", "H", "H", "H", "H", "H", "H", "H", "H", "H", "H", "H", "H", "H", "H", "H"],
  "positions_angstrom": [[0.002428, 1.170693, -0.591197], [2.838522, 2.849138, 0.939808], [-0.157297, -0.823513, 0.021358], [-1.223902, 1.883383, 0.829628], [-2.134050, 0.379559, -1.184342], [-3.240915, 2.209898, 1.751401], [1.477625, 2.331737, -3.119334], [-0.082964, 2.876432, -1.514613], [-1.050751, -2.884226, -0.080962], [4.175296, 2.549926, -0.437305], [-4.698241, 2.002504, 1.810758], [-3.128912, 0.845958, -0.263711], [1.396798, 0.905010, -2.811352], [-1.052575, -1.622220, -0.409774], [0.312428, 0.187090, -3.598494], [-2.493452, 1.691035, 0.822450], [-2.007117, -3.878214, -0.588307], [-2.671188, 2.985943, 2.866312], [2.334258, 2.657047, -4.298064], [1.878615, 4.537757, 0.883250], [1.491244, 1.260259, 0.690825], [3.790747, 2.909740, -3.964491], [-2.106720, -1.046249, -1.350647], [0.720878, 3.234736, -2.525096], [3.476584, 2.424090, 2.719034], [0.748065, 4.663527, -2.955241], [-0.031385, -3.438219, 0.825065], [-2.992333, 4.022346, 2.774341], [0.463030, -4.269376, 0.325829], [2.143625, 0.393247, 0.553510], [2.564480, 5.337228, 0.599720], [1.045952, 1.255273, 1.689889], [1.888202, 3.509868, -4.800439], [-2.540298, -4.321539, 0.250983], [0.692605, -2.677214, 1.087556], [-5.136200, 2.859728, 2.314591], [0.301887, 4.774766, -3.945306], [-3.098149, -1.455247, -1.174137], [-0.676539, 3.618400, -1.165751], [2.234911, 1.812868, -4.981895], [4.744043, 3.462131, -0.620614], [4.277580, 2.031013, -3.540796], [-1.589969, 2.926459, 2.854573], [4.201481, 3.188682, 3.006651], [-5.135742, 1.938446, 0.818442], [-2.719442, -3.447215, -1.283041], [1.376205, 0.717237, -1.670479], [3.977943, 1.457772, 2.745846], [1.774604, 5.026649, -3.007395], [-0.525985, -3.807225, 1.722429], [-1.834161, -1.250370, -2.385518], [-0.678308, 0.590417, -3.392563], [-4.925687, 1.103931, 2.384117], [3.910644, 3.745035, -3.274780], [2.378621, 0.471801, -3.010450], [2.670107, 2.434400, 3.451104], [0.196519, 5.284493, -2.254141], [1.040270, 4.542472, 0.189811], [1.497069, 4.766403, 1.878234], [4.315679, 3.156638, -4.886630], [4.868707, 1.780643, -0.098428], [-3.629783, 0.002735, 0.217064], [-3.054806, 2.574360, 3.797905], [0.337531, -0.880457, -3.379840], [0.507338, 0.302313, -4.664823], [-3.874290, 1.416607, -0.818589], [3.731713, 2.227605, -1.377796], [-1.452593, -4.659523, -1.105355]],
  "atomic_forces_ev_per_a": [[-0.111, -0.282, -0.150], [0.052, 0.069, -0.004], [-0.078, 0.099, 0.119], [0.024, -0.113, -0.042], [-0.076, -0.118, -0.107], [-0.008, -0.021, 0.024], [0.070, 0.057, 0.074], [0.329, 0.268, 0.013], [0.013, 0.011, -0.026], [-0.035, -0.009, -0.018], [0.012, 0.005, -0.007], [0.047, -0.013, 0.079], [-0.537, 0.325, -0.026], [-0.012, -0.014, -0.047], [0.080, -0.063, -0.049], [0.024, 0.025, 0.000], [-0.004, 0.005, 0.006], [-0.007, -0.002, -0.007], [-0.074, -0.050, -0.077], [-0.037, 0.011, 0.037], [-0.100, -0.026, 0.094], [0.001, 0.001, 0.027], [0.057, 0.017, 0.112], [-0.147, -0.135, 0.037], [0.013, -0.008, 0.012], [-0.045, -0.010, -0.073], [0.008, -0.002, -0.009], [0.002, 0.001, 0.002], [0.005, 0.003, 0.000], [0.076, 0.057, 0.022], [0.006, -0.011, -0.009], [-0.052, -0.041, -0.026], [0.010, 0.005, -0.027], [-0.002, 0.002, 0.001], [-0.005, 0.001, 0.007], [-0.003, 0.002, -0.003], [-0.007, 0.010, 0.001], [-0.002, 0.003, -0.003], [0.123, 0.058, 0.058], [0.012, 0.021, -0.010], [-0.001, 0.004, 0.003], [-0.005, 0.002, -0.002], [0.001, 0.000, -0.001], [0.004, -0.002, -0.008], [-0.001, -0.005, 0.000], [0.003, -0.001, -0.004], [0.348, -0.163, 0.037], [-0.012, -0.006, -0.009], [-0.006, -0.006, 0.002], [-0.002, -0.004, -0.004], [0.000, 0.000, -0.009], [-0.005, 0.040, -0.038], [-0.004, 0.002, 0.003], [0.005, -0.001, -0.014], [0.028, -0.063, 0.142], [-0.006, 0.007, -0.011], [-0.007, 0.006, -0.003], [0.024, 0.003, -0.049], [0.000, -0.003, -0.003], [0.002, 0.001, -0.001], [0.003, -0.009, -0.012], [-0.043, 0.008, -0.050], [0.002, 0.001, 0.001], [0.004, -0.001, 0.005], [0.013, -0.015, 0.005], [0.034, 0.038, -0.018], [0.003, 0.029, 0.030], [-0.001, -0.003, 0.005]]
}


- Which of these has the highest charge?
  C18H41GeIrN4O3


- Which value of charge does entry 1 give?
  -1


- Which of these has the lowest charge?
  C18H41AlClO4